Entry one
{"formula": "C44H121N11O11", "method": "ωB97M-V/def2-TZVPD", "lumo_ev": 0.560, "homo_ev": -8.61, "smiles": "COC[C@H](C)N.COC[C@H](C)N.COC[C@H](C)N.COC[C@H](C)N.COC[C@H](C)N.COC[C@H](C)N.COC[C@H](C)N.COC[C@H](C)N.COC[C@H](C)N.COC[C@H](C)N.COC[C@H](C)N", "orbital_gap_ev": 9.2, "species": ["C", "C", "C", "O", "C", "N", "H", "H", "H", "H", "H", "H", "H", "H", "H", "H", "H", "C", "C", "C", "O", "C", "N", "H", "H", "H", "H", "H", "H", "H", "H", "H", "H", "H", "C", "C", "C", "O", "C", "N", "H", "H", "H", "H", "H", "H", "H", "H", "H", "H", "H", "C", "C", "C", "O", "C", "N", "H", "H", "H", "H", "H", "H", "H", "H", "H", "H", "H", "C", "C", "C", "O", "C", "N", "H", "H", "H", "H", "H", "H", "H", "H", "H", "H", "H", "C", "C", "C", "O", "C", "N", "H", "H", "H", "H", "H", "H", "H", "H", "H", "H", "H", "C", "C", "C", "O", "C", "N", "H", "H", "H", "H", "H", "H", "H", "H", "H", "H", "H", "C", "C", "C", "O", "C", "N", "H", "H", "H", "H", "H", "H", "H", "H", "H", "H", "H", "C", "C", "C", "O", "C", "N", "H", "H", "H", "H", "H", "H", "H", "H", "H", "H", "H", "C", "C", "C", "O", "C", "N", "H", "H", "H", "H", "H", "H", "H", "H", "H", "H", "H", "C", "C", "C", "O", "C", "N", "H", "H", "H", "H", "H", "H", "H", "H", "H", "H", "H"], "xyz": [[14.793, 15.582, 21.075], [16.173, 16.064, 21.377], [16.664, 15.660, 22.804], [16.359, 14.244, 22.930], [16.483, 13.666, 24.227], [17.196, 15.684, 20.455], [14.138, 15.863, 21.900], [14.733, 14.500, 20.959], [14.537, 15.920, 20.071], [16.077, 17.145, 21.281], [16.084, 16.296, 23.473], [17.718, 15.879, 22.974], [16.011, 14.458, 24.808], [17.497, 13.415, 24.538], [15.882, 12.757, 24.248], [16.662, 15.659, 19.598], [17.533, 14.754, 20.659], [13.689, 10.937, 21.319], [13.263, 11.358, 22.703], [12.927, 12.864, 23.034], [12.692, 12.945, 24.486], [12.587, 14.252, 24.957], [12.204, 10.427, 22.961], [14.669, 11.339, 21.062], [13.101, 11.395, 20.524], [13.645, 9.869, 21.101], [13.920, 11.070, 23.523], [12.124, 13.216, 22.388], [13.820, 13.442, 22.795], [12.359, 14.311, 26.022], [11.823, 14.880, 24.499], [13.480, 14.870, 24.866], [11.992, 9.925, 22.110], [11.368, 10.942, 23.198], [9.267, 6.135, 20.606], [8.004, 6.822, 21.034], [7.937, 8.240, 20.515], [8.807, 9.221, 21.145], [8.615, 9.390, 22.554], [6.837, 6.071, 20.674], [10.109, 6.776, 20.867], [9.359, 5.997, 19.529], [9.429, 5.175, 21.095], [7.932, 6.837, 22.122], [6.937, 8.602, 20.756], [8.086, 8.383, 19.445], [7.625, 9.795, 22.763], [9.214, 10.210, 22.949], [9.081, 8.579, 23.113], [6.912, 5.587, 19.790], [6.215, 6.831, 20.440], [13.210, 8.944, 26.409], [13.005, 10.357, 26.994], [14.229, 11.362, 27.171], [13.834, 12.771, 27.415], [14.831, 13.475, 28.059], [11.963, 10.926, 26.159], [12.291, 8.472, 26.062], [13.553, 8.305, 27.222], [13.970, 8.700, 25.667], [12.648, 10.188, 28.010], [14.891, 11.421, 26.307], [14.901, 10.935, 27.916], [14.470, 14.500, 27.978], [15.806, 13.411, 27.576], [15.105, 13.232, 29.085], [12.102, 10.662, 25.195], [12.267, 11.888, 26.102], [8.833, 15.134, 32.044], [9.098, 16.110, 30.887], [8.544, 15.705, 29.528], [9.301, 14.690, 28.932], [10.377, 15.052, 28.117], [8.411, 17.429, 31.034], [7.764, 15.051, 32.244], [9.329, 15.553, 32.920], [9.139, 14.102, 31.874], [10.141, 16.395, 30.754], [8.364, 16.553, 28.866], [7.543, 15.303, 29.685], [10.555, 14.097, 27.623], [11.299, 15.382, 28.596], [10.087, 15.835, 27.416], [8.969, 17.944, 31.701], [7.545, 17.203, 31.502], [20.074, 12.107, 16.035], [18.627, 11.799, 15.556], [17.877, 10.645, 16.371], [17.425, 11.045, 17.666], [17.585, 10.020, 18.710], [17.852, 13.003, 15.999], [20.731, 11.239, 16.085], [20.174, 12.838, 16.837], [20.577, 12.740, 15.305], [18.537, 11.570, 14.494], [18.479, 9.737, 16.336], [16.937, 10.540, 15.828], [16.869, 10.180, 19.516], [18.566, 10.048, 19.183], [17.475, 8.982, 18.397], [18.538, 13.637, 16.384], [17.165, 12.685, 16.668], [13.622, 17.944, 25.763], [13.428, 19.374, 25.303], [12.876, 20.242, 26.481], [13.847, 20.344, 27.539], [13.257, 20.881, 28.717], [14.762, 19.910, 24.913], [14.160, 17.393, 24.991], [12.722, 17.462, 26.144], [14.295, 17.962, 26.620], [12.651, 19.391, 24.539], [12.046, 19.653, 26.872], [12.479, 21.211, 26.178], [12.406, 20.364, 29.161], [12.833, 21.870, 28.546], [14.010, 20.995, 29.497], [15.340, 19.995, 25.737], [14.859, 20.798, 24.443], [14.135, 5.875, 23.118], [15.337, 6.082, 22.188], [16.572, 6.532, 22.980], [16.223, 7.539, 23.893], [15.800, 8.841, 23.386], [15.589, 4.814, 21.447], [13.758, 6.751, 23.645], [14.325, 5.162, 23.920], [13.277, 5.405, 22.637], [15.196, 6.783, 21.366], [17.309, 7.040, 22.358], [17.067, 5.679, 23.445], [15.842, 9.563, 24.201], [14.826, 8.824, 22.898], [16.406, 9.247, 22.576], [15.746, 4.120, 22.165], [14.755, 4.412, 21.043], [13.010, 5.148, 15.922], [14.100, 5.699, 16.879], [13.499, 6.232, 18.204], [12.885, 7.538, 17.985], [12.125, 8.008, 19.100], [14.970, 4.584, 17.081], [13.384, 4.811, 14.955], [12.469, 6.058, 15.666], [12.433, 4.383, 16.442], [14.628, 6.595, 16.555], [14.119, 6.233, 19.100], [12.754, 5.514, 18.546], [12.669, 7.740, 20.006], [11.100, 7.655, 19.218], [12.042, 9.093, 19.039], [15.537, 4.363, 16.275], [15.640, 4.827, 17.796], [6.251, 12.638, 18.484], [7.258, 11.786, 17.745], [8.375, 11.236, 18.721], [9.229, 12.403, 18.836], [10.292, 12.021, 19.737], [6.666, 10.742, 16.974], [5.397, 13.001, 17.912], [6.783, 13.553, 18.742], [5.927, 12.078, 19.361], [7.770, 12.388, 16.994], [9.045, 10.486, 18.299], [8.013, 10.852, 19.674], [10.851, 12.957, 19.755], [10.921, 11.261, 19.273], [10.093, 11.658, 20.746], [5.673, 10.755, 17.155], [6.631, 11.020, 16.004], [9.224, 17.798, 23.994], [9.312, 17.384, 22.455], [10.500, 16.499, 22.210], [11.670, 17.044, 22.718], [12.122, 18.222, 21.999], [8.069, 16.692, 22.203], [10.083, 18.443, 24.184], [9.365, 16.922, 24.627], [8.214, 18.158, 24.187], [9.183, 18.193, 21.736], [10.457, 16.113, 21.192], [10.268, 15.535, 22.662], [11.362, 18.976, 22.205], [11.992, 18.149, 20.919], [13.092, 18.623, 22.292], [8.121, 16.449, 21.224], [7.390, 17.422, 22.367]]}

Entry two
{"formula": "C44H121N11O11", "method": "ωB97M-V/def2-TZVPD", "lumo_ev": 0.074, "homo_ev": -8.85, "smiles": "COC[C@H](C)N.COC[C@H](C)N.COC[C@H](C)N.COC[C@H](C)N.COC[C@H](C)N.COC[C@H](C)N.COC[C@H](C)N.COC[C@H](C)N.COC[C@H](C)N.COC[C@H](C)N.COC[C@H](C)N", "orbital_gap_ev": 8.9, "species": ["C", "C", "C", "O", "C", "N", "H", "H", "H", "H", "H", "H", "H", "H", "H", "H", "H", "C", "C", "C", "O", "C", "N", "H", "H", "H", "H", "H", "H", "H", "H", "H", "H", "H", "C", "C", "C", "O", "C", "N", "H", "H", "H", "H", "H", "H", "H", "H", "H", "H", "H", "C", "C", "C", "O", "C", "N", "H", "H", "H", "H", "H", "H", "H", "H", "H", "H", "H", "C", "C", "C", "O", "C", "N", "H", "H", "H", "H", "H", "H", "H", "H", "H", "H", "H", "C", "C", "C", "O", "C", "N", "H", "H", "H", "H", "H", "H", "H", "H", "H", "H", "H", "C", "C", "C", "O", "C", "N", "H", "H", "H", "H", "H", "H", "H", "H", "H", "H", "H", "C", "C", "C", "O", "C", "N", "H", "H", "H", "H", "H", "H", "H", "H", "H", "H", "H", "C", "C", "C", "O", "C", "N", "H", "H", "H", "H", "H", "H", "H", "H", "H", "H", "H", "C", "C", "C", "O", "C", "N", "H", "H", "H", "H", "H", "H", "H", "H", "H", "H", "H", "C", "C", "C", "O", "C", "N", "H", "H", "H", "H", "H", "H", "H", "H", "H", "H", "H"], "xyz": [[5.804, -3.499, -6.330], [6.018, -2.426, -7.362], [6.427, -1.101, -6.645], [5.251, -0.415, -6.195], [5.505, 0.869, -5.623], [7.107, -2.881, -8.205], [5.308, -3.005, -5.494], [6.686, -4.034, -5.976], [5.189, -4.311, -6.718], [5.210, -2.120, -8.026], [6.845, -0.497, -7.450], [7.153, -1.254, -5.847], [4.628, 1.444, -5.324], [6.077, 1.491, -6.313], [6.199, 0.686, -4.802], [7.080, -2.156, -8.908], [6.986, -3.779, -8.652], [-1.560, -3.038, -6.858], [-0.686, -2.128, -6.053], [0.374, -2.979, -5.284], [-0.295, -4.027, -4.502], [0.537, -4.533, -3.379], [0.045, -1.158, -6.875], [-0.954, -3.781, -7.376], [-2.144, -2.519, -7.618], [-2.221, -3.645, -6.240], [-1.208, -1.527, -5.308], [0.816, -2.251, -4.604], [1.139, -3.467, -5.887], [-0.061, -5.152, -2.711], [0.805, -3.644, -2.808], [1.506, -4.929, -3.682], [0.625, -0.600, -6.264], [0.710, -1.587, -7.502], [-3.584, -7.560, 3.205], [-3.343, -6.942, 4.620], [-3.263, -5.386, 4.679], [-2.354, -4.822, 3.675], [-1.001, -5.022, 4.059], [-4.358, -7.495, 5.544], [-2.706, -7.408, 2.578], [-4.455, -7.176, 2.672], [-3.882, -8.606, 3.269], [-2.371, -7.323, 4.936], [-3.008, -5.135, 5.708], [-4.265, -5.024, 4.449], [-0.624, -6.043, 3.992], [-0.780, -4.830, 5.109], [-0.247, -4.464, 3.504], [-4.341, -6.958, 6.400], [-5.294, -7.329, 5.204], [-12.828, 3.672, -0.446], [-11.907, 2.615, -0.941], [-10.701, 3.207, -1.712], [-9.862, 2.149, -2.238], [-8.844, 2.552, -3.158], [-11.475, 1.799, 0.234], [-13.588, 3.199, 0.176], [-13.389, 4.028, -1.311], [-12.362, 4.490, 0.103], [-12.385, 1.902, -1.611], [-10.131, 3.965, -1.176], [-11.124, 3.723, -2.574], [-9.366, 2.882, -4.056], [-8.219, 1.723, -3.490], [-8.106, 3.256, -2.772], [-11.014, 2.399, 0.903], [-10.805, 1.084, -0.009], [-2.984, 0.422, -1.249], [-2.368, -0.594, -0.295], [-1.424, 0.133, 0.688], [-0.380, 0.974, 0.206], [0.534, 0.329, -0.603], [-3.472, -1.222, 0.405], [-3.532, 1.169, -0.675], [-3.645, -0.152, -1.898], [-2.231, 0.944, -1.840], [-1.810, -1.335, -0.867], [-1.022, -0.473, 1.499], [-2.134, 0.728, 1.263], [1.048, -0.491, -0.101], [1.295, 0.985, -1.024], [-0.037, -0.142, -1.403], [-3.956, -1.836, -0.234], [-2.899, -1.792, 1.012], [6.867, -2.424, 4.419], [6.175, -1.351, 5.288], [5.803, -0.032, 4.633], [6.968, 0.740, 4.235], [6.545, 2.074, 4.043], [5.084, -1.976, 6.027], [7.943, -2.290, 4.306], [6.370, -2.511, 3.453], [6.810, -3.452, 4.779], [6.799, -1.049, 6.129], [5.311, 0.574, 5.394], [5.183, -0.149, 3.744], [6.676, 2.704, 4.923], [5.615, 2.291, 3.517], [7.308, 2.515, 3.402], [4.765, -1.361, 6.762], [5.539, -2.775, 6.444], [-1.390, -0.325, 10.143], [-0.587, -0.934, 8.984], [-0.005, 0.131, 8.029], [-1.085, 0.863, 7.278], [-0.578, 1.908, 6.468], [0.475, -1.688, 9.584], [-1.459, -1.059, 10.946], [-2.386, 0.045, 9.901], [-0.935, 0.555, 10.598], [-1.282, -1.589, 8.459], [0.682, -0.337, 7.324], [0.612, 0.868, 8.542], [-0.100, 2.630, 7.130], [-1.478, 2.404, 6.106], [0.175, 1.660, 5.720], [1.168, -1.939, 8.893], [0.986, -1.084, 10.211], [-10.242, -2.567, -3.129], [-9.225, -3.222, -2.169], [-7.870, -3.541, -2.834], [-6.867, -4.001, -1.910], [-5.924, -4.946, -2.421], [-8.956, -2.346, -1.043], [-9.952, -1.598, -3.535], [-11.185, -2.369, -2.619], [-10.569, -3.257, -3.907], [-9.657, -4.094, -1.678], [-7.473, -2.681, -3.373], [-8.037, -4.192, -3.692], [-5.395, -4.586, -3.303], [-6.345, -5.933, -2.614], [-5.170, -5.181, -1.669], [-8.753, -1.432, -1.422], [-8.029, -2.592, -0.725], [12.741, 0.061, -3.559], [12.465, 0.915, -2.274], [11.390, 0.347, -1.327], [10.087, 0.410, -1.977], [9.009, -0.130, -1.170], [13.760, 1.072, -1.585], [11.755, -0.148, -3.974], [13.150, -0.917, -3.305], [13.324, 0.697, -4.226], [12.083, 1.892, -2.571], [11.325, 0.891, -0.384], [11.650, -0.652, -0.977], [8.805, 0.626, -0.412], [9.454, -0.972, -0.641], [8.091, -0.314, -1.730], [14.493, 1.217, -2.264], [14.065, 0.162, -1.268], [-9.674, 5.236, 5.948], [-8.502, 5.826, 5.171], [-8.654, 5.673, 3.641], [-8.760, 4.309, 3.202], [-7.499, 3.846, 2.786], [-8.468, 7.213, 5.619], [-9.666, 4.148, 5.891], [-10.568, 5.627, 5.462], [-9.820, 5.587, 6.970], [-7.565, 5.407, 5.539], [-7.892, 6.227, 3.092], [-9.498, 6.245, 3.253], [-6.621, 4.008, 3.412], [-7.254, 4.387, 1.872], [-7.431, 2.777, 2.584], [-8.352, 7.139, 6.620], [-7.528, 7.469, 5.353], [10.771, 6.287, -5.117], [9.360, 6.566, -4.705], [8.894, 5.971, -3.350], [7.519, 6.256, -3.206], [6.836, 5.685, -2.135], [9.181, 8.025, -4.740], [10.998, 6.629, -6.127], [11.068, 5.238, -5.143], [11.422, 6.689, -4.340], [8.764, 6.008, -5.428], [9.376, 6.360, -2.453], [9.064, 4.896, -3.396], [7.026, 4.622, -1.988], [5.767, 5.704, -2.342], [7.024, 6.307, -1.259], [8.299, 8.186, -4.274], [9.905, 8.376, -4.129]]}

Entry three
{"formula": "C44H121N11O11", "method": "ωB97M-V/def2-TZVPD", "lumo_ev": 0.486, "homo_ev": -8.82, "smiles": "COC[C@H](C)N.COC[C@H](C)N.COC[C@H](C)N.COC[C@H](C)N.COC[C@H](C)N.COC[C@H](C)N.COC[C@H](C)N.COC[C@H](C)N.COC[C@H](C)N.COC[C@H](C)N.COC[C@H](C)N", "orbital_gap_ev": 9.3, "species": ["C", "C", "C", "O", "C", "N", "H", "H", "H", "H", "H", "H", "H", "H", "H", "H", "H", "C", "C", "C", "O", "C", "N", "H", "H", "H", "H", "H", "H", "H", "H", "H", "H", "H", "C", "C", "C", "O", "C", "N", "H", "H", "H", "H", "H", "H", "H", "H", "H", "H", "H", "C", "C", "C", "O", "C", "N", "H", "H", "H", "H", "H", "H", "H", "H", "H", "H", "H", "C", "C", "C", "O", "C", "N", "H", "H", "H", "H", "H", "H", "H", "H", "H", "H", "H", "C", "C", "C", "O", "C", "N", "H", "H", "H", "H", "H", "H", "H", "H", "H", "H", "H", "C", "C", "C", "O", "C", "N", "H", "H", "H", "H", "H", "H", "H", "H", "H", "H", "H", "C", "C", "C", "O", "C", "N", "H", "H", "H", "H", "H", "H", "H", "H", "H", "H", "H", "C", "C", "C", "O", "C", "N", "H", "H", "H", "H", "H", "H", "H", "H", "H", "H", "H", "C", "C", "C", "O", "C", "N", "H", "H", "H", "H", "H", "H", "H", "H", "H", "H", "H", "C", "C", "C", "O", "C", "N", "H", "H", "H", "H", "H", "H", "H", "H", "H", "H", "H"], "xyz": [[1.173, -23.253, -7.992], [2.650, -23.076, -7.682], [3.376, -21.851, -8.228], [4.744, -21.858, -7.819], [5.433, -20.721, -8.249], [2.918, -23.287, -6.278], [0.953, -23.366, -9.054], [0.628, -22.338, -7.761], [0.622, -24.077, -7.540], [3.102, -23.936, -8.176], [2.895, -20.950, -7.849], [3.351, -21.800, -9.317], [5.648, -20.895, -9.303], [6.453, -20.708, -7.864], [5.041, -19.719, -8.074], [2.784, -24.286, -6.208], [3.911, -23.137, -6.172], [-4.690, -17.995, -9.526], [-5.656, -18.718, -10.408], [-6.862, -19.413, -9.603], [-6.421, -20.373, -8.597], [-7.500, -20.950, -7.900], [-6.131, -17.811, -11.475], [-5.047, -17.092, -9.031], [-3.763, -17.771, -10.053], [-4.304, -18.735, -8.824], [-5.175, -19.587, -10.857], [-7.369, -20.016, -10.356], [-7.421, -18.622, -9.102], [-8.050, -21.734, -8.421], [-8.164, -20.154, -7.565], [-7.082, -21.381, -6.990], [-7.109, -17.930, -11.698], [-6.148, -16.900, -11.040], [-6.610, -22.556, -11.624], [-7.590, -23.273, -12.605], [-8.966, -22.489, -12.735], [-9.701, -22.517, -11.505], [-10.887, -21.778, -11.457], [-6.930, -23.578, -13.824], [-5.645, -23.061, -11.580], [-7.098, -22.531, -10.649], [-6.358, -21.514, -11.822], [-7.935, -24.195, -12.138], [-9.485, -22.988, -13.554], [-8.709, -21.436, -12.850], [-11.347, -21.872, -10.473], [-11.628, -22.225, -12.119], [-10.708, -20.716, -11.628], [-6.035, -23.976, -13.577], [-6.735, -22.645, -14.158], [-3.603, -30.299, -3.179], [-2.274, -29.635, -2.943], [-2.187, -28.251, -3.596], [-2.599, -28.050, -5.008], [-3.197, -26.742, -5.257], [-1.929, -29.649, -1.521], [-4.452, -29.697, -2.853], [-3.751, -31.318, -2.821], [-3.700, -30.376, -4.262], [-1.534, -30.194, -3.516], [-1.163, -27.882, -3.541], [-2.662, -27.592, -2.869], [-3.470, -26.670, -6.310], [-2.393, -26.010, -5.326], [-4.056, -26.507, -4.629], [-1.870, -30.565, -1.098], [-1.158, -29.042, -1.281], [-2.560, -20.706, -4.360], [-4.001, -20.291, -4.309], [-4.379, -19.061, -5.229], [-3.933, -17.796, -4.696], [-4.406, -16.626, -5.409], [-4.887, -21.454, -4.502], [-1.899, -20.107, -3.733], [-2.057, -20.531, -5.311], [-2.255, -21.691, -4.008], [-4.235, -19.997, -3.286], [-5.462, -18.942, -5.245], [-3.919, -19.225, -6.203], [-5.403, -16.372, -5.050], [-4.324, -16.775, -6.486], [-3.801, -15.772, -5.104], [-4.510, -22.277, -4.054], [-4.715, -21.716, -5.462], [2.786, -17.084, -7.867], [1.781, -16.295, -8.756], [0.378, -16.303, -8.224], [-0.072, -17.684, -7.964], [-1.325, -17.671, -7.328], [2.260, -14.968, -9.000], [3.795, -17.060, -8.278], [2.525, -18.140, -7.790], [2.829, -16.665, -6.862], [1.652, -16.776, -9.726], [-0.307, -15.836, -8.931], [0.358, -15.726, -7.299], [-1.703, -18.671, -7.114], [-2.069, -17.116, -7.901], [-1.167, -17.232, -6.343], [2.256, -14.434, -8.143], [3.234, -14.993, -9.266], [-2.710, -20.810, -11.553], [-1.996, -21.741, -12.585], [-2.172, -23.306, -12.417], [-1.455, -23.514, -11.146], [-1.780, -24.719, -10.527], [-2.391, -21.362, -13.910], [-2.455, -19.775, -11.778], [-2.376, -20.981, -10.529], [-3.783, -21.000, -11.541], [-0.971, -21.494, -12.311], [-1.757, -23.764, -13.314], [-3.251, -23.455, -12.446], [-1.624, -25.543, -11.224], [-2.850, -24.795, -10.334], [-1.218, -24.783, -9.595], [-2.025, -20.435, -14.069], [-1.902, -22.007, -14.514], [-5.488, -27.371, -10.889], [-6.944, -27.213, -11.291], [-7.221, -26.950, -12.794], [-8.578, -27.280, -13.134], [-8.669, -27.297, -14.551], [-7.499, -28.530, -10.916], [-5.384, -27.330, -9.805], [-4.837, -26.594, -11.288], [-5.077, -28.323, -11.225], [-7.488, -26.398, -10.813], [-6.525, -27.603, -13.320], [-6.941, -25.940, -13.091], [-8.065, -28.019, -15.101], [-8.372, -26.334, -14.967], [-9.694, -27.510, -14.852], [-8.493, -28.478, -11.092], [-7.035, -29.218, -11.491], [-6.844, -29.910, -4.643], [-7.435, -28.483, -4.385], [-7.221, -27.555, -5.617], [-7.956, -26.350, -5.785], [-7.830, -25.471, -4.662], [-8.880, -28.692, -4.357], [-7.304, -30.245, -5.573], [-7.093, -30.624, -3.859], [-5.803, -29.829, -4.957], [-7.082, -28.115, -3.421], [-7.520, -28.235, -6.415], [-6.172, -27.289, -5.739], [-8.570, -25.626, -3.877], [-8.021, -24.471, -5.050], [-6.803, -25.526, -4.301], [-9.367, -27.983, -3.828], [-9.146, -28.475, -5.306], [-11.900, -28.587, -7.844], [-10.493, -27.934, -7.901], [-10.191, -27.289, -9.263], [-11.160, -26.247, -9.378], [-10.746, -25.109, -10.107], [-10.422, -26.925, -6.853], [-11.941, -29.237, -8.718], [-12.744, -27.900, -7.904], [-11.948, -29.257, -6.986], [-9.741, -28.675, -7.631], [-10.257, -27.932, -10.141], [-9.134, -27.021, -9.268], [-9.919, -24.660, -9.558], [-11.474, -24.298, -10.124], [-10.354, -25.188, -11.122], [-9.512, -26.524, -6.675], [-10.779, -26.117, -7.342], [-2.509, -23.119, -6.986], [-3.743, -22.898, -7.871], [-4.913, -23.880, -7.705], [-6.016, -23.342, -8.389], [-7.081, -24.236, -8.242], [-4.077, -21.474, -7.583], [-1.680, -22.545, -7.401], [-2.231, -24.172, -7.027], [-2.616, -22.978, -5.910], [-3.442, -22.936, -8.917], [-5.156, -24.003, -6.649], [-4.575, -24.784, -8.213], [-7.933, -23.940, -8.853], [-7.377, -24.313, -7.195], [-6.773, -25.231, -8.564], [-4.907, -21.319, -8.138], [-3.381, -20.875, -8.002]]}

Of them, entry three has the highest stability.